A cluster of 8 separate species, C27H56FIO10PS in total. Source: the Open Molecules 2025 dataset; level of theory: the ωB97M-V functional and the def2-TZVPD basis.

Calculated values
F_max ... 2.087 eV/A
HOMO energy ... -10.7 eV
Net charge ... +1

Last column: Löwdin charge in e.
CARTESIAN COORDINATES (ANGSTROEM)
I  1.84253  -2.92696  -1.33708  1.02
S  -2.43541  -1.17412  -0.55285  1.08
P  -2.33300  0.35362  -2.04574  0.28
F  -5.61823  -3.49975  -0.43949  0.04
O  -3.63835  1.21190  -1.77468  -0.12
O  3.16004  2.33110  4.46489  0.04
O  2.58976  -2.22485  2.20025  0.00
O  -2.16342  1.56904  5.04086  0.06
O  -1.17155  1.19879  -1.90141  -0.23
O  -1.04017  2.88591  -7.96851  0.09
O  0.01051  -4.51317  -5.55556  0.04
O  5.10378  -0.41548  -2.39882  0.06
O  -2.53237  -0.29719  -3.49720  -0.11
O  0.10282  4.34788  7.86541  0.06
C  -0.93352  1.50595  -6.03924  -0.03
C  -3.76647  -2.28708  -1.15553  -0.28
C  -1.71240  2.97818  7.18508  -0.04
C  -4.49835  -2.90275  0.05431  -0.45
C  0.88193  -5.19418  -6.05535  -0.50
C  -0.81658  -2.01739  -0.47296  -0.45
C  2.28468  -5.19513  -5.50393  -0.02
C  -0.85748  -3.64760  -2.48385  -0.15
C  -3.12346  1.94043  -7.33068  -0.02
C  4.56521  0.61361  -2.73494  -0.50
C  3.46108  -1.42263  2.46693  -0.50
C  -2.53723  2.47456  2.87801  -0.01
C  -3.61635  -3.85799  0.84323  -0.02
C  -3.41887  0.16046  3.59654  -0.02
C  4.84152  -1.87302  2.86988  -0.02
C  3.25913  3.47387  4.86109  -0.48
C  4.17717  4.46097  4.18303  -0.02
C  -1.04111  4.00381  8.06638  -0.48
C  -0.21287  -2.41179  -1.81797  -0.78
C  -1.63795  2.18318  -7.19288  -0.50
C  3.21540  0.06086  2.41191  -0.02
C  0.60838  -6.07204  -7.24859  -0.02
C  3.06577  0.77263  -2.65223  -0.03
C  -1.84802  4.58269  9.20358  -0.02
C  -2.65623  1.41727  3.94945  -0.47
C  2.47199  3.96383  6.04603  -0.03
C  5.35650  1.78881  -3.25200  -0.02
H  4.92926  4.81558  4.88891  0.09
H  -3.49967  2.48289  -8.19473  0.09
H  3.60103  5.30663  3.80458  0.09
H  1.23693  -5.76838  -8.08688  0.09
H  1.85764  3.15654  6.43165  0.07
H  2.18530  0.24467  2.10843  0.08
H  -3.42599  -0.51033  4.45296  0.09
H  -0.12055  -1.56141  -2.48974  0.06
H  -4.75060  -2.07670  0.72893  0.14
H  5.07315  -1.51153  3.87269  0.09
H  -1.52202  -3.28477  -3.27376  0.08
H  2.81260  1.59369  -1.97911  0.09
H  -0.13624  -4.32637  -2.91301  0.03
H  6.41455  1.53662  -3.25759  0.08
H  -3.30444  0.16549  -3.87589  0.11
H  0.12165  1.76907  -6.06386  0.08
H  -0.84270  -2.87095  0.20497  0.09
H  1.82095  4.78624  5.74935  0.09
H  -3.22459  -4.63425  0.18512  0.10
H  2.33112  -4.51964  -4.65190  0.06
H  -1.02753  0.42137  -6.12361  0.08
H  -2.15182  3.78839  9.88711  0.09
H  4.88219  -2.96045  2.86940  0.08
H  4.67969  3.97551  3.34824  0.08
H  3.37267  0.50439  3.39425  0.06
H  -1.96814  3.31754  3.26366  0.09
H  3.88588  0.52241  1.68441  0.09
H  -3.40392  -3.00389  -1.88873  0.10
H  -1.48988  -4.13897  -1.73995  0.07
H  0.80866  -7.11477  -6.99815  0.09
H  2.98618  -4.85178  -6.26535  0.09
H  -4.18596  -4.26855  1.67413  0.10
H  5.04610  2.02973  -4.27000  0.09
H  -1.35968  1.84335  -5.09199  0.07
H  2.65395  0.96826  -3.64406  0.08
H  -2.93477  -0.34440  2.75672  0.06
H  -0.43566  -5.97410  -7.53838  0.08
H  -1.01806  2.65790  6.42583  0.06
H  -3.39865  2.15554  -1.78992  0.12
H  -1.24157  5.30293  9.74914  0.08
H  -2.00840  2.11438  7.78220  0.09
H  -2.58811  3.41520  6.70560  0.09
H  -3.31676  0.87516  -7.47265  0.08
H  3.14925  4.29659  6.83390  0.09
H  5.20378  2.65531  -2.60653  0.09
H  -4.46602  -1.61610  -1.66189  0.10
H  -2.79042  -3.30429  1.29471  0.07
H  2.55520  -6.19979  -5.17564  0.09
H  -3.64523  2.29559  -6.43885  0.08
H  -3.52953  2.82328  2.58559  0.09
H  5.57910  -1.49186  2.16187  0.09
H  -2.01704  2.06848  2.00764  0.08
H  -0.14088  -1.29693  -0.00250  0.08
H  2.63849  -0.15045  -2.26456  0.00
H  -2.73191  5.09009  8.81362  0.08
H  -4.44922  0.40897  3.33460  0.09

Atoms 1-2, force components in eV/Å:
I -0.182 0.172 0.049
S -0.735 -0.439 0.502